[1]
{
  "formula": "C8H10O3S",
  "method": "the ωB97M-V functional and the def2-TZVPD basis",
  "species": ["C", "C", "C", "C", "C", "C", "C", "C", "O", "O", "O", "S", "H", "H", "H", "H", "H", "H", "H", "H", "H", "H"],
  "xyz": [[-0.3784, -0.1800, -2.0705], [-0.9154, -1.5729, -2.0096], [0.6257, 1.4258, 0.7938], [-0.5611, 0.8078, 1.5833], [1.7565, 0.4123, 0.5873], [-1.1426, -0.4284, 0.9157], [1.2010, -0.7936, -0.0406], [-0.0951, -1.4488, 0.4037], [-1.3510, -2.2269, -2.9306], [-0.1979, 2.3396, -2.5125], [-0.6433, -2.1697, -0.7735], [-0.8457, 1.1384, -2.9725], [0.0690, 1.7474, -0.0657], [1.0987, 2.2293, 1.3117], [-0.1001, 0.5907, 2.6207], [-1.4460, 1.3812, 1.6804], [2.4972, 0.8858, -0.1004], [2.2525, 0.2671, 1.5746], [-1.8676, -0.7798, 1.6984], [-1.7175, -0.1462, 0.0683], [1.6771, -1.2347, -0.8813], [0.0841, -2.2444, 1.1193]],
  "forces_ev_per_angstrom": [[-0.3, 0.9, 0.0], [1.4, 0.1, 0.1], [-1.7, -0.6, 0.9], [2.8, -1.0, 1.5], [0.0, 0.9, -0.8], [0.5, -0.8, 1.7], [-2.0, 0.5, -0.9], [-0.5, 0.7, -1.7], [0.1, 0.6, 1.3], [0.8, 1.6, 0.2], [-0.4, -0.2, -0.1], [0.1, -3.6, 1.3], [1.0, 0.4, -1.3], [-0.2, 1.0, 0.4], [-1.3, 0.0, -1.2], [-0.3, 1.5, 0.4], [-0.3, -0.6, 0.6], [-0.3, -0.3, -0.5], [0.7, -0.6, -1.0], [-0.5, 0.4, -0.8], [0.6, -0.7, -0.3], [0.1, -0.2, 0.1]],
  "fmax_ev_per_a": 3.81,
  "charge": 0,
  "total_energy_ha": -934.55455,
  "gap_ha": [0.3140, 0.2520],
  "e_homo_ev": [-9.36, -8.61],
  "e_lumo_ev": [-0.81, -1.75]
}

=====

[2]
{
  "formula": "C5H6N2O2",
  "method": "the ωB97M-V functional and the def2-TZVPD basis",
  "species": ["C", "C", "C", "C", "C", "H", "H", "H", "H", "H", "H", "N", "N", "O", "O"],
  "xyz": [[-1.0764, -0.4747, 0.0789], [0.7202, 0.4427, 0.9139], [0.4083, 1.2794, -0.3714], [0.0286, -0.2335, -0.8959], [1.4095, -0.4534, -0.0117], [-2.3886, -1.3694, -1.1815], [-2.3639, -2.0895, 0.5458], [1.2691, 0.7794, 1.6116], [1.2513, 1.7388, -0.9572], [-1.6325, 1.4242, -1.3110], [-0.3445, -0.4525, -1.8819], [-2.1272, -1.1976, -0.1614], [-0.6501, -0.2156, 1.2421], [-0.5532, 2.0288, -0.0933], [2.3918, -1.2165, -0.2409]],
  "forces_ev_per_angstrom": [[4.0, -0.5, 0.8], [-3.0, -2.5, -3.2], [2.9, -3.6, -1.3], [0.6, 2.0, 0.0], [1.5, -7.1, -2.8], [0.6, 0.1, 2.3], [0.8, 3.6, -2.5], [3.3, 2.8, 5.6], [-0.3, -0.5, 0.5], [1.9, 2.2, 2.8], [1.0, 0.2, -1.2], [-4.4, -5.1, -0.9], [2.5, 1.5, 1.6], [-7.4, 2.8, -3.2], [-3.9, 4.2, 1.4]],
  "fmax_ev_per_a": 8.57,
  "charge": 0,
  "total_energy_ha": -453.79887,
  "gap_ha": 0.2699,
  "e_homo_ev": -9.57,
  "e_lumo_ev": -2.22
}